--- 1 ---
10
Properties=species:S:1:pos:R:3 method="wB97M-V/def2-TZVPD" spin_multiplicity=1 mol_weight_g_mol=78.09 smiles="C=[N+]=C1C2=C[C@@H]21" total_charge=+1
C -2.396 0.025 -0.063
N -1.109 -0.117 -0.005
C 0.116 -0.414 0.021
C 0.841 0.950 0.443
C 1.926 0.638 -0.309
C 1.413 -0.806 0.083
H -2.671 0.880 -0.710
H -3.004 -0.703 0.458
H 2.945 1.052 -0.545
H 1.938 -1.504 0.626

---

--- 2 ---
10
Properties=species:S:1:pos:R:3 method="wB97M-V/def2-TZVPD" spin_multiplicity=1 mol_weight_g_mol=78.09 total_charge=+1
C -2.230 -0.275 -0.498
C -3.074 -0.952 -0.088
C 0.902 1.691 -1.410
C 0.281 -0.675 1.254
C 0.895 -0.360 0.068
N 0.911 0.860 -0.589
H 0.895 2.682 -1.802
H -0.179 0.097 1.848
H 0.320 -1.860 1.665
H 1.279 -1.207 -0.449

---

Most stable: 1

---

--- 1 ---
12
Properties=species:S:1:pos:R:3 method="wB97M-V/def2-TZVPD" spin_multiplicity=1 mol_weight_g_mol=118.23 total_charge=0
C 0.981 -1.027 -0.286
C 0.749 0.021 -1.063
C -0.025 -0.794 0.837
C -0.336 0.533 -0.159
S -2.028 0.255 -0.798
S -0.079 2.109 0.751
H 1.498 -1.922 -0.535
H 1.242 0.457 -2.045
H -0.828 -1.402 1.055
H 0.336 -0.517 1.778
H -2.258 1.522 -1.176
H -1.317 2.740 0.377

---

--- 2 ---
12
Properties=species:S:1:pos:R:3 method="wB97M-V/def2-TZVPD" spin_multiplicity=1 mol_weight_g_mol=118.23 smiles="S=C1CC[C@H]1S" total_charge=0
S -0.181 2.109 0.738
C -0.407 0.539 0.319
C -1.669 -0.245 0.234
C -0.930 -1.541 0.343
C 0.441 -0.674 0.232
S 1.413 -0.928 -1.231
H -2.326 -0.110 1.055
H -2.138 0.017 -0.745
H -1.142 -2.076 1.287
H -1.048 -2.228 -0.486
H 1.059 -0.722 1.153
H 1.282 -2.255 -1.148

---

Most stable: 2

---

--- 1 ---
14
Properties=species:S:1:pos:R:3 method="wB97M-V/def2-TZVPD" spin_multiplicity=1 mol_weight_g_mol=86.11 total_charge=+1
C 3.637 -0.030 0.010
C -2.288 1.068 -0.250
C -0.773 1.115 -0.354
C -1.176 -1.257 0.355
N -1.282 0.022 -0.050
O 2.471 -0.243 -0.162
H 3.946 -0.243 1.077
H 4.430 0.260 -0.725
H -2.785 1.533 0.535
H -2.975 1.049 -1.146
H 0.229 1.579 -0.576
H -0.985 -1.861 -0.481
H -0.271 -1.406 0.947
H -2.177 -1.586 0.821

---

--- 2 ---
14
Properties=species:S:1:pos:R:3 method="wB97M-V/def2-TZVPD" spin_multiplicity=1 mol_weight_g_mol=86.11 total_charge=+1
C -1.264 -0.181 -0.259
C -2.361 0.749 0.135
C 1.164 -1.421 -0.050
C 1.197 0.919 -0.019
N 0.533 -0.301 0.337
O -2.379 -0.682 -0.069
H -2.566 1.112 1.080
H -2.782 1.387 -0.688
H 1.961 -1.546 0.665
H 1.568 -1.426 -1.107
H 0.600 -2.358 0.059
H 0.528 1.753 -0.077
H 2.030 0.891 -0.818
H 1.771 1.104 0.811

---

Most stable: 1